one:
Molecular formula: C3H10NO2
Method: DFT, the ωB97M-V functional and the def2-TZVPD basis

XYZ file:
```
16
C3H10NO2 the ωB97M-V functional and the def2-TZVPD basis
C 1.363 0.184 -0.845
N 0.988 -1.186 -0.422
C -0.482 -1.336 -0.681
O -1.373 -0.346 -0.289
C 1.876 0.977 0.379
H 2.201 0.104 -1.559
H 0.497 0.703 -1.222
H 1.277 -1.304 0.551
H -0.773 -2.297 -0.186
H -0.580 -1.549 -1.771
H 2.734 0.431 0.802
H 1.075 0.960 1.134
H 1.956 2.021 0.065
H -2.270 0.718 2.132
H -1.709 0.799 0.660
O -2.061 1.390 1.448
```

The calculation puts the frontier orbital gap at 7.50 eV. As for the net charge: -1. Its lowest unoccupied orbital energy is 4.3 eV. The calculation puts the HOMO energy at -0.1178 Ha.


two:
Molecular formula: C3H10NO2
Method: DFT, the ωB97M-V functional and the def2-TZVPD basis

XYZ file:
```
16
C3H10NO2 the ωB97M-V functional and the def2-TZVPD basis
C -1.148 0.940 0.706
N -0.242 0.312 -0.237
C 1.128 0.184 0.104
C 1.134 -1.038 1.275
O 0.319 -2.046 0.956
H -2.066 1.241 0.322
H -1.395 0.389 1.652
H -0.860 1.878 1.167
H -0.433 -0.746 -0.358
H 1.644 -0.124 -0.768
H 1.620 1.106 0.462
H 2.235 -1.208 1.311
H 0.941 -0.480 2.327
H -0.786 0.931 -1.647
H -0.284 1.732 -2.627
O -1.019 1.118 -2.543
```

The calculation puts the frontier orbital gap at 7.03 eV. As for the net charge: -1. Its lowest unoccupied orbital energy is 4.1 eV. The calculation puts the HOMO energy at -0.1089 Ha.


three:
Molecular formula: C3H10NO2
Method: DFT, the ωB97M-V functional and the def2-TZVPD basis

XYZ file:
```
16
C3H10NO2 the ωB97M-V functional and the def2-TZVPD basis
C -1.302 0.666 -0.256
N -0.020 0.075 -0.640
C 0.241 -1.254 0.053
O 0.858 -1.084 1.231
C -1.621 1.864 -1.119
H -2.073 -0.108 -0.403
H -1.334 0.866 0.830
H 0.703 0.588 -0.139
H 0.928 -1.722 -0.679
H -0.743 -1.743 0.187
H -1.660 1.505 -2.147
H -0.774 2.544 -1.055
H -2.643 2.204 -0.973
H 3.514 -1.851 2.285
H 2.465 -1.255 1.323
O 3.461 -1.296 1.501
```

The calculation puts the frontier orbital gap at 7.30 eV. As for the net charge: -1. Its lowest unoccupied orbital energy is 4.1 eV. The calculation puts the HOMO energy at -0.1189 Ha.


four:
Molecular formula: C3H10NO2
Method: DFT, the ωB97M-V functional and the def2-TZVPD basis

XYZ file:
```
16
C3H10NO2 the ωB97M-V functional and the def2-TZVPD basis
C -1.430 0.247 1.370
N -0.296 -0.212 0.603
C 0.179 0.644 -0.495
C 1.462 1.342 -0.009
O 2.352 0.419 0.396
H -1.173 1.188 1.909
H -2.197 0.580 0.673
H -1.699 -0.427 2.180
H 0.564 -0.401 1.120
H 0.332 -0.019 -1.357
H -0.649 1.273 -0.860
H 1.874 1.988 -0.827
H 1.132 2.056 0.794
H -1.529 -1.641 -0.870
H -0.909 -2.314 -2.126
O -1.731 -2.196 -1.641
```

The calculation puts the frontier orbital gap at 6.63 eV. As for the net charge: -1. Its lowest unoccupied orbital energy is 4.1 eV. The calculation puts the HOMO energy at -0.0941 Ha.


Which one is most stable, and which one is least stable? three is the most stable of them, while two is the least stable.


one:
Molecular formula: C3H10NO2
Method: DFT, the ωB97M-V functional and the def2-TZVPD basis

XYZ file:
```
16
C3H10NO2 the ωB97M-V functional and the def2-TZVPD basis
C -1.182 -1.096 0.343
N -0.003 -0.728 -0.417
C 0.502 0.637 -0.017
C 0.255 1.628 -1.186
O -0.894 1.444 -1.825
H -1.623 -2.017 -0.057
H -1.968 -0.336 0.254
H -0.842 -1.307 1.342
H -0.261 -0.541 -1.387
H 1.561 0.561 0.222
H -0.174 0.965 0.781
H 1.168 1.545 -1.861
H 0.446 2.639 -0.720
H 0.655 -0.820 2.310
H 1.570 -1.819 1.776
O 1.150 -1.571 2.609
```

The calculation puts the frontier orbital gap at 6.73 eV. As for the net charge: -1. Its lowest unoccupied orbital energy is 4.1 eV. The calculation puts the HOMO energy at -0.0982 Ha.


two:
Molecular formula: C3H10NO2
Method: DFT, the ωB97M-V functional and the def2-TZVPD basis

XYZ file:
```
16
C3H10NO2 the ωB97M-V functional and the def2-TZVPD basis
N -0.299 2.454 0.005
C -0.045 1.742 -1.238
O 0.996 0.809 -1.173
H -0.234 1.764 0.756
H 0.436 3.128 0.169
H -0.981 1.241 -1.520
H 0.206 2.478 -2.014
C -0.325 -1.172 1.112
O 0.588 -0.175 1.137
C 0.067 -2.344 0.193
H -0.504 -1.604 2.125
H -1.334 -0.839 0.775
H 0.923 0.419 -0.216
H 0.944 -2.871 0.592
H -0.759 -3.063 0.100
H 0.321 -1.967 -0.804
```

The calculation puts the frontier orbital gap at 7.87 eV. As for the net charge: -1. Its lowest unoccupied orbital energy is 4.5 eV. The calculation puts the HOMO energy at -0.1250 Ha.


Which one is most stable, and which one is least stable? two is the most stable of them, while one is the least stable.


one:
Molecular formula: C5H2N
Method: DFT, the ωB97M-V functional and the def2-TZVPD basis

XYZ file:
```
8
C5H2N the ωB97M-V functional and the def2-TZVPD basis
C -1.476 -0.170 -1.963
C -2.588 0.146 -2.074
C 0.581 -0.916 2.264
C 0.806 -0.352 1.192
C 0.807 0.891 -0.880
N 0.787 0.433 0.188
H 0.407 -1.657 3.003
H 0.675 1.626 -1.730
```

The calculation puts the frontier orbital gap (alpha / beta) at 8.79 / 7.93 eV. As for the net charge: +1. Its lowest unoccupied orbital energy (alpha / beta) is -6.9 / -7.7 eV. The calculation puts the HOMO energy (alpha / beta) at -0.5752 / -0.5747 Ha.


two:
Molecular formula: C5H2N
Method: DFT, the ωB97M-V functional and the def2-TZVPD basis

XYZ file:
```
8
C5H2N the ωB97M-V functional and the def2-TZVPD basis
C -1.678 -0.254 -0.098
C -2.198 -1.263 0.230
C 2.250 -0.820 0.022
C 1.319 -0.055 0.080
C -0.951 1.030 0.028
N 0.198 1.198 0.072
H 2.585 -1.807 -0.238
H -1.526 1.971 -0.095
```

The calculation puts the frontier orbital gap (alpha / beta) at 6.56 / 8.50 eV. As for the net charge: +1. Its lowest unoccupied orbital energy (alpha / beta) is -10.0 / -7.8 eV. The calculation puts the HOMO energy (alpha / beta) at -0.6091 / -0.5981 Ha.


Which one is most stable, and which one is least stable? two is the most stable of them, while one is the least stable.


one:
Molecular formula: C3H7N2O2
Method: DFT, the ωB97M-V functional and the def2-TZVPD basis

XYZ file:
```
14
C3H7N2O2 the ωB97M-V functional and the def2-TZVPD basis
C -1.532 0.062 0.023
C 1.538 -0.841 -0.486
C 0.471 -0.027 0.073
N -2.025 -1.136 0.043
N 0.672 1.462 0.253
O -1.839 1.210 0.021
O 1.331 -0.687 0.917
H 1.430 -1.780 -0.894
H 2.540 -0.328 -0.839
H -1.459 -1.904 0.049
H -3.011 -1.398 -0.065
H -0.420 1.846 0.113
H 1.332 1.951 -0.368
H 0.971 1.570 1.160
```

The calculation puts the frontier orbital gap at 11.55 eV. As for the net charge: +1. Its lowest unoccupied orbital energy is -3.1 eV. The calculation puts the HOMO energy at -0.5378 Ha.


two:
Molecular formula: C3H7N2O2
Method: DFT, the ωB97M-V functional and the def2-TZVPD basis

XYZ file:
```
14
C3H7N2O2 the ωB97M-V functional and the def2-TZVPD basis
C -0.201 -0.398 2.005
C 0.255 0.113 -0.557
C 0.649 -0.758 0.836
N 1.216 0.153 -1.482
N -0.941 0.602 -0.550
O -1.255 0.135 1.798
O -1.486 1.259 -1.692
H 0.148 -0.867 2.979
H 1.651 -0.275 0.956
H 0.711 -1.767 0.700
H 2.145 -0.319 -1.310
H 0.927 0.508 -2.415
H -1.434 0.510 0.277
H -2.382 1.105 -1.545
```

The calculation puts the frontier orbital gap at 11.41 eV. As for the SMILES: N/C(CC=O)=[NH+]\O. As for the net charge: +1. Its lowest unoccupied orbital energy is -3.6 eV. The calculation puts the HOMO energy at -0.5524 Ha.


Which one is most stable, and which one is least stable? two is the most stable of them, while one is the least stable.


one:
Molecular formula: C4H10NO
Method: DFT, the ωB97M-V functional and the def2-TZVPD basis

XYZ file:
```
16
C4H10NO the ωB97M-V functional and the def2-TZVPD basis
C -0.170 -1.129 1.096
C -0.086 0.366 0.760
C 0.019 0.614 -0.748
C -0.535 -0.458 -1.734
O 0.270 -1.514 -1.867
N 0.995 1.041 1.509
H -1.195 -1.469 1.257
H 0.404 -1.285 2.003
H 0.279 -1.768 0.335
H -1.052 0.762 1.076
H 1.093 0.518 -0.990
H -0.143 1.670 -1.004
H -0.687 0.094 -2.711
H -1.625 -0.618 -1.475
H 0.677 2.002 1.645
H 1.757 1.174 0.848
```

The calculation puts the frontier orbital gap at 6.51 eV. As for the SMILES: C[C@@H](N)CC[O-]. As for the net charge: -1. Its lowest unoccupied orbital energy is 4.3 eV. The calculation puts the HOMO energy at -0.0821 Ha.


two:
Molecular formula: C4H10NO
Method: DFT, the ωB97M-V functional and the def2-TZVPD basis

XYZ file:
```
16
C4H10NO the ωB97M-V functional and the def2-TZVPD basis
C 0.576 1.639 -0.724
N 1.206 0.469 -0.150
C -0.402 -0.293 1.566
C 0.278 -0.639 0.279
C -0.738 -1.185 -0.756
O -1.000 -2.483 -0.474
H 1.162 2.008 -1.560
H 0.325 2.380 0.044
H -0.493 1.476 -1.013
H 1.764 0.004 -0.854
H -1.091 0.565 1.493
H -1.009 -1.137 1.894
H 0.298 0.113 2.313
H 1.014 -1.411 0.521
H -1.605 -0.493 -0.791
H -0.284 -1.014 -1.787
```

The calculation puts the frontier orbital gap at 6.31 eV. As for the SMILES: CN[C@@H](C)C[O-]. As for the net charge: -1. Its lowest unoccupied orbital energy is 4.1 eV. The calculation puts the HOMO energy at -0.0812 Ha.


three:
Molecular formula: C4H10NO
Method: DFT, the ωB97M-V functional and the def2-TZVPD basis

XYZ file:
```
16
C4H10NO the ωB97M-V functional and the def2-TZVPD basis
C -0.632 -0.037 -1.598
C -0.238 -0.682 -0.233
C 0.114 0.304 0.911
C 1.502 1.033 0.674
O 1.753 1.736 -0.406
N -1.249 -1.574 0.386
H 0.196 0.550 -1.838
H -0.995 -0.718 -2.405
H -1.481 0.698 -1.396
H 0.775 -1.216 -0.500
H -0.681 1.025 1.019
H 0.396 -0.358 1.735
H 1.841 1.681 1.641
H 2.204 0.157 0.822
H -1.362 -1.112 1.361
H -2.143 -1.488 -0.172
```

The calculation puts the frontier orbital gap at 6.54 eV. As for the SMILES: C[C@H](N)CC[O-]. As for the net charge: -1. Its lowest unoccupied orbital energy is 4.3 eV. The calculation puts the HOMO energy at -0.0821 Ha.


four:
Molecular formula: C4H10NO
Method: DFT, the ωB97M-V functional and the def2-TZVPD basis

XYZ file:
```
16
C4H10NO the ωB97M-V functional and the def2-TZVPD basis
C -0.352 0.211 -0.443
N -0.274 1.366 0.392
C -0.891 1.506 1.728
O -1.607 2.582 1.815
C 0.838 -0.721 -0.222
C 0.765 -1.812 -1.267
H -1.365 -0.285 -0.547
H -0.093 0.543 -1.428
H -0.552 2.255 0.026
H -1.292 0.440 1.844
H 0.204 1.574 2.385
H 0.692 -1.173 0.784
H 1.820 -0.109 -0.249
H -0.309 -2.204 -1.388
H 0.849 -1.421 -2.285
H 1.568 -2.753 -1.145
```

The calculation puts the frontier orbital gap at 6.13 eV. As for the SMILES: CCCNC[O-]. As for the net charge: -1. Its lowest unoccupied orbital energy is 3.8 eV. The calculation puts the HOMO energy at -0.0864 Ha.


Which one is most stable, and which one is least stable? one is the most stable of them, while four is the least stable.


one:
Molecular formula: C4H10NO
Method: DFT, the ωB97M-V functional and the def2-TZVPD basis

XYZ file:
```
16
C4H10NO the ωB97M-V functional and the def2-TZVPD basis
C 1.362 1.343 -1.005
N 0.944 0.159 -0.290
C -1.319 -0.733 -0.663
C -0.390 0.077 0.250
C -0.303 -0.703 1.617
O -1.482 -1.168 2.090
H 0.602 1.697 -1.688
H 2.216 1.035 -1.622
H 1.727 2.151 -0.366
H 1.638 -0.218 0.352
H -1.308 -1.774 -0.321
H -2.384 -0.517 -0.780
H -0.971 -0.757 -1.711
H -0.902 1.042 0.400
H 0.358 -1.575 1.374
H 0.211 -0.058 2.363
```

The calculation puts the frontier orbital gap at 6.06 eV. As for the SMILES: CN[C@@H](C)C[O-]. As for the net charge: -1. Its lowest unoccupied orbital energy is 4.0 eV. The calculation puts the HOMO energy at -0.0768 Ha.


two:
Molecular formula: C4H10NO
Method: DFT, the ωB97M-V functional and the def2-TZVPD basis

XYZ file:
```
16
C4H10NO the ωB97M-V functional and the def2-TZVPD basis
C 0.692 2.111 1.265
C -0.310 2.481 2.052
H 0.512 1.449 0.401
H 1.685 2.496 1.477
H -1.321 2.136 1.872
H -0.173 3.144 2.904
C 0.948 -2.173 -0.624
N -0.457 -1.962 -0.960
C -0.873 -0.562 -0.604
O -0.136 0.422 -1.123
H 1.551 -1.296 -0.885
H 1.319 -3.065 -1.136
H 1.036 -2.364 0.452
H -0.522 -1.999 -1.974
H -0.876 -0.578 0.519
H -1.950 -0.538 -0.908
```

The calculation puts the frontier orbital gap at 6.98 eV. As for the net charge: -1. Its lowest unoccupied orbital energy is 4.3 eV. The calculation puts the HOMO energy at -0.0992 Ha.


Which one is most stable, and which one is least stable? one is the most stable of them, while two is the least stable.